Record 1
ORCA calculation (wB97M-V/def2-TZVPD) on 3 unconnected molecules or ions with the total composition C14H34BCl2O8P2S2Si.

Results
**Electronic energy**: -105295.13010 eV
**Relative energy (zero: lowest compared OMol25 entry of this formula, charge and spin)**: 5.9303 eV
**HOMO-LUMO gap**: 0.257 Eh

Structure (ORCA input):
```
! RIJCOSX wB97M-V def2-TZVPD def2/J DEFGRID3
* xyz -1 1
C 3.11 -3.41 0.66
C 2.45 -2.21 1.62
Cl 2.36 -2.93 3.33
C 1.00 -1.85 0.94
C 0.46 -0.32 1.22
C -0.10 0.10 2.70
C -0.57 -1.14 3.66
O -0.02 -1.19 4.91
Cl -1.79 -2.47 3.24
O 1.62 0.62 1.07
B 1.64 0.98 -0.37
P 3.09 0.30 -1.43
P 2.38 -0.71 -3.23
O 3.69 -1.01 -4.12
O 1.68 -2.30 -2.86
O 1.27 0.21 -4.20
O 0.41 0.45 -1.02
C -0.53 0.41 0.14
Si -2.31 -0.27 -0.16
C -2.38 -2.05 -0.93
C -3.12 0.91 -1.51
C -3.49 -0.10 1.40
H 3.88 -2.87 -0.04
H 2.26 -4.00 0.06
H 3.72 -4.13 1.38
H 3.24 -1.35 1.62
H 1.14 -1.99 -0.24
H 0.24 -2.68 1.27
H 0.80 0.65 3.26
H -0.93 0.95 2.58
H 1.54 2.14 -0.50
H 3.73 -0.75 -0.64
H 0.73 -2.17 -2.50
H 0.68 -0.47 -4.67
H -0.76 1.52 0.48
H -3.48 -2.36 -1.26
H -1.71 -2.18 -1.90
H -1.99 -2.86 -0.15
H -2.70 2.00 -1.29
H -2.83 0.60 -2.60
H -4.29 1.00 -1.35
H -4.17 -1.07 1.38
H -2.90 0.03 2.40
H -4.18 0.82 1.23
C -0.50 2.25 -6.33
S -2.12 1.49 -6.04
O -1.90 0.24 -5.25
C -2.42 1.02 -7.76
H -0.10 2.59 -5.37
H 0.18 1.52 -6.76
H -0.61 3.10 -7.00
H -1.62 0.36 -8.10
H -2.47 1.91 -8.38
H -3.37 0.48 -7.81
C 1.84 1.01 6.46
S 0.25 1.86 6.27
O 0.02 2.05 4.80
C 0.80 3.45 6.94
H 1.74 0.00 6.07
H 2.62 1.55 5.91
H 2.10 0.96 7.52
H 1.64 3.83 6.36
H 1.09 3.32 7.99
H -0.04 4.15 6.89
*
```

=====

Record 2
ORCA calculation (wB97M-V/def2-TZVPD) on a molecular structure, C14H34BInNO2.

Results
**Electronic energy**: -26505.23154 eV
**HOMO-LUMO gap**: 0.229 Eh

Structure (ORCA input):
```
! RIJCOSX wB97M-V def2-TZVPD def2/J DEFGRID3
* xyz -1 1
C 2.61 0.69 4.03
C 3.48 1.61 3.17
C 2.77 2.09 1.89
C 3.66 1.98 0.65
C 2.92 1.77 -0.68
C 2.78 0.29 -1.08
C 2.00 -0.50 -0.04
C 1.37 -1.79 -0.57
C 0.70 -2.53 0.60
C -0.32 -3.59 0.17
C -1.60 -3.43 1.02
In -2.81 -1.73 0.12
B -2.83 0.05 1.60
N -3.39 1.37 1.33
O -2.29 -0.13 2.88
H 2.05 -0.01 3.42
H 3.25 0.13 4.70
H 1.89 1.27 4.60
H 3.74 2.48 3.77
H 4.38 1.06 2.91
H 1.85 1.53 1.76
H 2.48 3.13 2.00
H 4.40 1.19 0.74
H 4.22 2.92 0.58
H 3.53 2.23 -1.46
H 1.94 2.24 -0.69
H 2.27 0.28 -2.03
H 3.79 -0.11 -1.17
H 1.16 0.10 0.30
H 2.61 -0.74 0.83
H 2.13 -2.42 -1.03
H 0.62 -1.50 -1.29
H 1.50 -2.93 1.23
H 0.18 -1.76 1.16
H -0.56 -3.42 -0.88
H 0.12 -4.58 0.30
H -1.26 -3.19 2.03
H -2.17 -4.36 1.07
H -2.05 -1.32 -1.45
H -4.49 -2.30 -0.13
H -4.07 1.34 0.59
H -2.65 2.02 1.09
H -1.57 -0.78 2.78
C -5.03 1.62 -4.27
C -3.94 0.87 -3.52
O -4.14 0.35 -2.46
C -2.59 0.79 -4.19
H -5.95 1.60 -3.68
H -4.73 2.66 -4.42
H -5.21 1.16 -5.24
H -2.18 1.80 -4.33
H -2.67 0.29 -5.15
H -1.91 0.22 -3.54
*
```

=====

Number 1: F_max 0.176 hartree/bohr. Number 2: F_max 0.025 hartree/bohr.